{"formula": "C31H84O13", "method": "wB97M-V/def2-TZVPD", "species": ["C", "C", "C", "O", "H", "H", "H", "H", "H", "H", "H", "H", "C", "C", "C", "O", "H", "H", "H", "H", "H", "H", "H", "H", "C", "C", "C", "O", "H", "H", "H", "H", "H", "H", "H", "H", "C", "C", "C", "O", "H", "H", "H", "H", "H", "H", "H", "H", "C", "C", "C", "O", "H", "H", "H", "H", "H", "H", "H", "H", "C", "C", "C", "O", "H", "H", "H", "H", "H", "H", "H", "H", "C", "C", "C", "O", "H", "H", "H", "H", "H", "H", "H", "H", "C", "C", "C", "O", "H", "H", "H", "H", "H", "H", "H", "H", "C", "C", "C", "O", "H", "H", "H", "H", "H", "H", "H", "H", "O", "C", "C", "O", "H", "H", "H", "H", "H", "H", "O", "C", "C", "O", "H", "H", "H", "H", "H", "H"], "coordinates": [[-22.22476, -18.64263, -4.97595], [-21.33143, -18.38939, -3.76871], [-20.73453, -19.70533, -3.27758], [-20.20521, -17.59705, -4.22178], [-23.21562, -18.96369, -4.63982], [-21.80733, -19.40166, -5.63479], [-22.40565, -17.70662, -5.51173], [-21.87949, -17.87360, -2.97945], [-20.18493, -19.53104, -2.35294], [-20.09011, -20.10174, -4.06011], [-21.50952, -20.44922, -3.07966], [-20.48533, -17.20586, -5.05479], [-19.46267, -14.63887, -5.75938], [-18.53109, -13.49513, -5.49618], [-17.70407, -13.61497, -4.23617], [-17.64168, -13.44517, -6.64102], [-20.29713, -14.70606, -5.05363], [-18.92241, -15.58287, -5.84075], [-20.02264, -14.47218, -6.68779], [-19.06893, -12.53798, -5.50885], [-18.33520, -13.68414, -3.35273], [-16.97020, -12.80653, -4.16699], [-17.04079, -14.47888, -4.34699], [-17.16072, -12.61672, -6.50654], [-20.37801, -10.44161, -3.26071], [-19.63229, -9.21173, -2.78374], [-18.96938, -9.44262, -1.44290], [-18.60752, -8.84169, -3.71361], [-21.10285, -10.73695, -2.49181], [-19.68738, -11.29376, -3.23322], [-20.88512, -10.34208, -4.21627], [-20.31092, -8.35448, -2.67518], [-18.68054, -8.51834, -0.94579], [-18.11980, -10.11731, -1.56078], [-19.67643, -9.92077, -0.75815], [-19.01497, -8.84563, -4.58945], [-14.99489, -15.40705, -8.16350], [-15.38152, -15.14652, -9.61638], [-15.25560, -16.44296, -10.41868], [-16.75926, -14.72768, -9.55001], [-15.09305, -14.48381, -7.58132], [-13.99120, -15.78804, -7.96270], [-15.70635, -16.11301, -7.72950], [-14.79542, -14.36163, -10.08673], [-14.22209, -16.78361, -10.33698], [-15.44859, -16.20589, -11.46847], [-15.97519, -17.19349, -10.10384], [-17.02212, -14.86171, -8.63347], [-17.31059, -15.62982, -1.20303], [-16.26739, -14.73060, -0.55360], [-16.74191, -14.13647, 0.79994], [-15.07708, -15.49318, -0.33397], [-17.45199, -16.56046, -0.65166], [-16.83312, -15.91785, -2.15084], [-18.25070, -15.17061, -1.49832], [-16.06276, -13.88257, -1.20349], [-16.13045, -14.47322, 1.63468], [-17.79377, -14.35070, 0.99580], [-16.65089, -13.04677, 0.78989], [-15.32339, -16.30257, 0.12414], [-17.90032, -8.66514, -7.08141], [-19.21054, -9.09430, -7.69855], [-19.20371, -10.61071, -7.98168], [-20.25179, -8.79476, -6.72219], [-17.91727, -7.72119, -6.53892], [-17.14406, -8.60257, -7.86771], [-17.52790, -9.44520, -6.41109], [-19.41976, -8.54611, -8.61649], [-19.69690, -10.76994, -8.94540], [-19.69341, -11.23288, -7.23924], [-18.17392, -10.94987, -8.11181], [-20.98297, -8.37324, -7.17903], [-14.10687, -16.73084, -4.19123], [-13.27557, -15.58880, -3.61912], [-14.06361, -14.29117, -3.66539], [-12.98642, -15.92890, -2.26090], [-13.54693, -17.66469, -4.24799], [-14.48612, -16.53834, -5.20150], [-14.97661, -16.86524, -3.54654], [-12.31690, -15.52413, -4.13571], [-13.94469, -13.82058, -4.64837], [-13.68771, -13.55765, -2.95119], [-15.12229, -14.48936, -3.51342], [-13.63598, -15.52038, -1.66955], [-14.83414, -11.73193, -9.25084], [-14.62467, -10.25317, -9.48647], [-15.66989, -9.66084, -10.37584], [-14.81306, -9.70571, -8.13721], [-14.13313, -12.09762, -8.49577], [-14.61200, -12.29031, -10.16001], [-15.82912, -11.95474, -8.86817], [-13.60355, -10.00242, -9.77098], [-16.65839, -9.63075, -9.92331], [-15.77639, -10.22746, -11.30784], [-15.40533, -8.65167, -10.70718], [-14.38414, -8.85069, -8.03574], [-17.23450, -18.74038, -4.17116], [-17.31943, -19.30932, -5.56954], [-16.58920, -18.49634, -6.60217], [-16.74941, -20.65347, -5.54273], [-17.50823, -17.67324, -4.22386], [-16.20323, -18.69417, -3.82755], [-17.95707, -19.14863, -3.47288], [-18.35943, -19.45570, -5.88077], [-15.61826, -18.14970, -6.26036], [-17.21987, -17.61914, -6.79843], [-16.55807, -19.00811, -7.56353], [-17.43826, -21.24680, -5.23224], [-20.22809, -17.45239, -10.56669], [-20.20616, -17.21642, -9.15481], [-21.46306, -17.69797, -8.48029], [-21.53279, -19.10922, -8.41645], [-20.34320, -18.39613, -10.70713], [-19.30615, -17.66877, -8.72293], [-20.12886, -16.13528, -9.04819], [-22.31412, -17.27247, -9.02925], [-21.51065, -17.20531, -7.49605], [-22.33431, -19.32846, -7.93376], [-15.31344, -11.17421, -5.87744], [-15.33228, -10.39584, -4.69450], [-14.06957, -10.45400, -3.87575], [-14.16992, -9.60363, -2.74173], [-14.86209, -10.66948, -6.57390], [-15.43763, -9.33950, -5.00918], [-16.24474, -10.57669, -4.12398], [-13.20957, -10.12339, -4.47025], [-13.86319, -11.45112, -3.49087], [-14.61946, -8.77850, -2.94763]], "atomic_forces_ev_per_a": [[-0.81, 0.20, 0.60], [0.85, -0.61, -1.12], [-0.50, 0.27, 0.33], [-0.55, -0.02, 0.37], [0.08, -0.20, -0.07], [0.13, 0.09, -0.08], [0.08, -0.05, -0.12], [0.07, 0.14, 0.03], [0.20, -0.16, -0.09], [0.15, 0.03, 0.08], [-0.06, 0.09, 0.07], [0.22, 0.21, 0.07], [-1.19, -0.05, -0.36], [0.50, 0.49, -0.78], [0.54, -0.24, -0.38], [-0.22, 0.19, 0.49], [0.50, -0.13, 0.51], [0.00, -0.04, 0.16], [0.50, 0.03, -0.24], [-0.24, -0.17, 0.28], [0.16, 0.01, 0.15], [-0.42, 0.34, 0.17], [-0.46, -0.34, 0.21], [0.45, -0.09, -0.30], [0.04, -0.64, 1.10], [0.09, 0.48, -0.15], [-0.31, -0.31, 0.32], [-0.09, -0.16, -0.04], [-0.25, 0.30, -0.22], [0.09, 0.12, -0.55], [0.15, 0.07, -0.14], [-0.16, -0.16, -0.10], [0.31, 0.05, -0.25], [0.11, 0.14, 0.04], [-0.01, -0.05, -0.09], [0.04, 0.13, -0.06], [0.42, 0.63, 0.47], [-0.79, -1.26, 1.01], [0.17, 1.00, -0.58], [0.40, 0.10, -0.51], [-0.01, -0.01, -0.04], [0.02, -0.06, -0.38], [0.05, -0.13, -0.10], [0.06, 0.08, 0.06], [-0.09, -0.30, -0.02], [-0.04, -0.23, -0.01], [0.08, -0.07, 0.22], [-0.29, 0.30, -0.02], [1.04, -0.19, -1.20], [-1.05, -0.10, 1.56], [-0.15, 0.49, -0.31], [0.16, 0.54, -0.53], [-0.26, 0.15, 0.24], [-0.28, -0.23, 0.02], [-0.10, 0.15, 0.46], [0.52, -0.26, -0.25], [-0.02, -0.23, -0.05], [0.05, -0.15, 0.06], [0.01, -0.05, 0.00], [0.02, -0.03, -0.01], [0.72, -0.24, -0.26], [-0.47, -0.50, 1.27], [0.21, 0.56, -1.17], [0.15, 0.01, -0.33], [-0.30, 0.08, -0.13], [0.03, 0.07, 0.07], [-0.11, 0.07, 0.13], [0.03, 0.11, -0.01], [-0.09, -0.30, 0.15], [-0.01, 0.28, 0.27], [-0.03, -0.12, 0.06], [-0.08, -0.02, 0.07], [-0.09, 0.01, -0.52], [-0.59, -0.47, 0.79], [0.54, 0.31, -0.82], [0.51, 0.10, -0.04], [0.04, 0.01, 0.22], [0.11, 0.23, 0.04], [0.03, -0.09, 0.04], [0.01, 0.19, 0.00], [-0.26, -0.06, 0.00], [-0.04, -0.17, 0.20], [-0.03, 0.10, 0.21], [-0.07, -0.23, -0.08], [0.84, -0.31, -0.15], [-0.57, -0.10, 1.83], [-0.07, 0.47, -1.41], [0.30, 0.29, 0.00], [0.05, 0.11, -0.02], [-0.35, -0.01, -0.05], [-0.16, 0.06, -0.31], [0.00, -0.22, -0.38], [0.08, -0.12, 0.28], [0.11, -0.12, 0.14], [-0.06, 0.06, 0.25], [-0.01, 0.06, -0.26], [-0.25, 1.82, -0.48], [0.16, -1.59, 0.48], [-0.86, 0.51, -0.27], [0.02, 0.33, -0.29], [-0.15, -0.15, -0.03], [0.00, -0.66, 0.20], [0.30, -0.44, 0.13], [-0.08, 0.42, 0.03], [0.16, -0.20, -0.11], [0.23, 0.15, 0.15], [0.37, -0.22, 0.13], [0.08, -0.04, 0.07], [-0.03, 0.08, 0.30], [0.17, -0.33, -0.78], [-0.28, 1.03, 0.15], [0.17, 0.17, 0.07], [0.01, -0.11, 0.02], [-0.10, -0.03, 0.18], [-0.02, 0.02, 0.09], [0.02, -0.21, -0.14], [0.14, -0.40, 0.14], [-0.02, -0.16, -0.08], [-0.03, -0.58, 0.42], [-0.27, 1.22, -0.91], [0.21, 0.27, 0.37], [-0.03, -0.19, 0.49], [-0.25, -0.08, -0.12], [-0.07, -0.03, 0.19], [0.16, -0.44, 0.14], [-0.06, -0.24, -0.24], [-0.04, -0.01, -0.07], [-0.02, -0.07, -0.27]], "lowdin_charge": [-0.0629, -0.4443, -0.0570, -0.0719, 0.0881, 0.0785, 0.0713, 0.1337, 0.0797, 0.0700, 0.0830, 0.0434, -0.0516, -0.4714, -0.0384, -0.0672, 0.0859, 0.0752, 0.0812, 0.1175, 0.0757, 0.0696, 0.0719, 0.0563, -0.0532, -0.4946, -0.0580, -0.0632, 0.0807, 0.0711, 0.0736, 0.1352, 0.0783, 0.0805, 0.0784, 0.0466, -0.0615, -0.4650, -0.0507, -0.0615, 0.0709, 0.0864, 0.0572, 0.1044, 0.0785, 0.0767, 0.0757, 0.0442, -0.0567, -0.4538, -0.0402, -0.0624, 0.0874, 0.0596, 0.0740, 0.1257, 0.0742, 0.0708, 0.0708, 0.1021, -0.0591, -0.4340, -0.0313, -0.0695, 0.0889, 0.0612, 0.0694, 0.1320, 0.0794, 0.0683, 0.0624, 0.0834, -0.0579, -0.4624, -0.0515, -0.0647, 0.0878, 0.0614, 0.0575, 0.1344, 0.0849, 0.0782, 0.0473, 0.0415, -0.0521, -0.4261, -0.0537, -0.1030, 0.0902, 0.0789, 0.0854, 0.1411, 0.0699, 0.0898, 0.0827, 0.1026, -0.0584, -0.4684, -0.0540, -0.0625, 0.0694, 0.0712, 0.0582, 0.1256, 0.0640, 0.0670, 0.0872, 0.0747, -0.0602, -0.2386, -0.2664, -0.0529, 0.0801, 0.1160, 0.1185, 0.1276, 0.0925, 0.0765, -0.0907, -0.2611, -0.2362, -0.0652, 0.0423, 0.1213, 0.1097, 0.1226, 0.0968, 0.0813], "max_force_ev_per_a": 1.91, "de_lowest_kcal_mol": 29.1, "homo_lumo_gap_ev": 9.76, "smiles": "CC(C)O.CC(C)O.CC(C)O.CC(C)O.CC(C)O.CC(C)O.CC(C)O.CC(C)O.CC(C)O.OCCO.OCCO"}